a.
25
Properties=species:S:1:pos:R:3 method="wB97M-V/def2-TZVPD" e_homo_ev=-8.72 homo_lumo_gap_ev=7.73 lumo_ev=-0.9886
C 0.63603 0.93116 0.54685
N 0.29981 1.07120 -0.87131
C 1.35635 1.76852 -1.63528
C 1.61299 1.12677 -2.99781
C 0.53221 -0.37774 1.34615
C -2.47548 -1.02622 2.03379
C -1.89713 -1.41165 0.68019
C -0.33682 -1.47649 0.66624
H -0.12117 1.56853 1.01370
H 1.67208 1.26861 0.70106
H 1.63120 -0.29030 -0.56018
H 0.97505 2.76502 -1.83045
H 2.30908 1.82785 -1.10996
H 2.02332 1.87800 -3.62934
H 2.11948 0.17308 -2.91359
H 0.68554 0.81660 -3.49639
H 1.46667 -0.90994 1.46216
H 0.20069 -0.05643 2.34245
H -3.56821 -0.99779 1.94564
H -2.13694 -0.04950 2.40261
H -2.27536 -1.83099 2.77528
H -2.10842 -0.62129 -0.10173
H -2.37231 -2.29783 0.24421
H -0.09338 -1.45493 -0.40911
H -0.13528 -2.39424 1.39480

=====

b.
25
Properties=species:S:1:pos:R:3 method="wB97M-V/def2-TZVPD" e_homo_ev=-6.50 homo_lumo_gap_ev=3.80 lumo_ev=-2.7000
C -2.59567 0.07905 0.24624
C -2.38066 -0.51370 -1.44753
C -1.71598 -0.43758 1.24731
N 2.60083 -0.29511 -0.46355
C 2.70989 0.73293 -1.41632
C 0.55295 1.01814 0.22760
C 1.26421 -0.35404 0.23923
C 1.52166 -0.95544 1.61476
H -3.67630 -0.12166 0.33683
H -2.62017 1.22300 0.02402
H -2.04290 0.16861 -2.21221
H -3.36833 -1.09668 -1.76914
H -1.68304 -1.34948 -1.20569
H -2.16040 -1.27448 1.63121
H -1.47131 0.38269 2.02220
H 2.73725 1.81474 -1.16690
H 3.70143 0.61269 -1.84891
H 2.08851 0.60289 -2.32969
H 0.93432 1.67523 1.03780
H -0.53997 0.71010 0.42188
H 0.65695 1.50685 -0.77128
H 0.62091 -0.94840 -0.36448
H 0.82324 -0.78948 2.36739
H 1.63893 -2.01599 1.46257
H 2.40366 -0.37486 2.11667

=====

c.
25
Properties=species:S:1:pos:R:3 method="wB97M-V/def2-TZVPD" e_homo_ev=-7.61 homo_lumo_gap_ev=7.20 lumo_ev=-0.4054
C 1.67347 1.25267 -0.47320
C 2.52955 0.01525 -0.84767
C 1.06175 1.18069 0.81503
N 0.26252 0.09795 1.23149
C -2.83479 0.86582 -0.79226
C -2.06389 0.47074 0.47304
C -0.69938 -0.17445 0.16343
C -0.97324 -1.66793 0.08325
H 2.23212 2.18743 -0.56860
H 0.44998 1.85351 -0.04997
H 3.30248 -0.14603 -0.03226
H 1.92988 -0.89396 -0.99562
H 3.03517 0.17107 -1.79797
H 1.33640 1.77180 1.67713
H 2.45327 -1.87584 1.52218
H 2.97982 -2.36759 1.35598
H -3.78531 1.35781 -0.71819
H -2.89263 -0.09517 -1.31003
H -2.06302 1.39502 -1.37944
H -1.96213 1.25731 1.26930
H -2.59584 -0.40497 0.85751
H -0.24985 -0.02601 -0.79937
H -0.08133 -2.31487 0.20053
H -1.50624 -1.95148 -0.85424
H -1.53876 -1.95878 0.96996

=====

Stability verdict: a, ahead by 53.5 kJ/mol

=====

a.
16
Properties=species:S:1:pos:R:3 method="wB97M-V/def2-TZVPD" e_homo_ev=-8.39 homo_lumo_gap_ev=9.08 lumo_ev=0.6923 smiles="C[C@@H]1CC1=O.O=CO"
C 1.79121 0.25864 0.34667
C 0.54443 0.24778 -0.48700
C -0.28248 1.53524 -0.59761
C -0.89334 0.64838 0.36520
O -1.11987 0.58637 1.54213
H 1.60016 0.65787 1.34685
H 2.18545 -0.75561 0.44851
H 2.57858 0.86628 -0.11256
H 0.62765 -0.27618 -1.43013
H -0.81610 1.67949 -1.52834
H 0.11580 2.44564 -0.15601
O -0.57442 -2.65360 -0.89265
C -0.77809 -1.80574 -0.08073
O -1.95955 -0.84018 -0.27026
H -0.49879 -1.77945 0.97756
H -2.52064 -0.81493 0.52836

=====

b.
16
Properties=species:S:1:pos:R:3 method="wB97M-V/def2-TZVPD" e_homo_ev=-8.45 homo_lumo_gap_ev=9.16 lumo_ev=0.7101 smiles="CC(C)=C(O)OC=O"
C -0.07159 0.61608 -1.57043
C 0.25260 0.57328 -0.10801
C 1.62531 1.00517 0.30675
C -0.61788 0.11298 0.78761
O -0.48465 0.22490 2.14233
O -1.64542 -0.79354 0.47349
C -1.16778 -2.00176 0.11854
O -0.05736 -2.23144 -0.27793
H 0.53733 -0.08215 -2.12863
H -1.11195 0.38300 -1.74807
H 0.13284 1.61362 -1.94916
H 2.31418 0.22092 -0.00463
H 1.92402 1.93401 -0.17710
H 1.69028 1.11140 1.38041
H -1.34313 0.05425 2.54363
H -1.97681 -2.74070 0.21118

=====

c.
16
Properties=species:S:1:pos:R:3 method="wB97M-V/def2-TZVPD" e_homo_ev=-9.67 homo_lumo_gap_ev=10.49 lumo_ev=0.8206 smiles=O[C@@]12COC[C@H]1OC2
O -1.39284 -0.53764 -0.33570
C -0.52256 0.52184 -0.08778
C -0.39195 1.01582 1.27191
O 0.11336 -0.28077 1.85646
C 0.89203 -1.20485 0.92932
C 0.94326 -0.26056 -0.27898
O 0.57704 -0.12238 -1.79663
C -0.23315 0.99654 -1.48777
H -1.08600 -1.18879 -1.08104
H -1.27301 0.96797 1.75743
H 0.25479 1.87364 1.41143
H 0.41013 -2.34944 0.80248
H 2.01982 -1.26503 1.19634
H 2.01392 0.29197 -0.16146
H -1.11619 0.82546 -2.23817
H 0.27032 1.95784 -1.56021

=====

Stability verdict: b, ahead by 277.2 kJ/mol

=====

a.
16
Properties=species:S:1:pos:R:3 method="wB97M-V/def2-TZVPD" e_homo_ev=-9.04 homo_lumo_gap_ev=9.96 lumo_ev=0.9188 smiles=O[C@@]12COCO[C@H]1C2
O -0.73738 0.92736 1.38680
C -0.80495 0.57837 0.03308
C 0.25846 1.26351 -0.57216
O 1.51825 0.78832 0.07406
C 1.65581 -0.60838 0.25837
O 0.44784 -1.28760 0.65264
C -0.51494 -0.91682 -0.25184
C -1.94467 -0.40973 -0.12678
H 0.16528 0.47451 1.66593
H 0.29178 2.34650 -0.26162
H 0.51999 1.17091 -1.65366
H 2.10805 -1.19311 -0.64269
H 2.44371 -0.84576 1.00413
H -0.28981 -1.23209 -1.31774
H -2.52975 -0.53189 0.79352
H -2.58764 -0.52411 -1.04204

=====

b.
16
Properties=species:S:1:pos:R:3 method="wB97M-V/def2-TZVPD" e_homo_ev=-9.64 homo_lumo_gap_ev=10.16 lumo_ev=0.5209 smiles="C[C@H](C=O)[C@@H](O)C=O"
C -1.22818 0.39657 1.03058
C 0.01523 0.79176 0.24626
C -0.26986 1.07722 -1.24003
O 0.54244 1.53687 -2.00916
C 1.06323 -0.30807 0.14364
O 1.42095 -0.99391 1.28480
C 0.56055 -1.31256 -1.05037
O -0.52167 -1.43292 -1.54657
H -1.96437 1.19633 0.98577
H -0.99221 0.22142 2.08028
H -1.68247 -0.51028 0.63355
H 0.48202 1.68752 0.66611
H -1.34784 1.02794 -1.47204
H 1.98530 0.10595 -0.28422
H 0.63455 -1.35590 1.71245
H 1.30232 -2.12794 -1.18106

=====

c.
16
Properties=species:S:1:pos:R:3 method="wB97M-V/def2-TZVPD" e_homo_ev=-8.14 homo_lumo_gap_ev=8.99 lumo_ev=0.8508 smiles="COC1=COCOC1"
C -2.60357 -0.26582 -0.04986
O -1.71259 0.74297 0.07419
C -0.43369 0.23719 0.18572
C -0.27639 -1.00748 -0.02462
O 0.93785 -1.37364 -0.04089
C 2.03992 -0.43118 0.18148
O 1.77568 0.84030 -0.48507
C 0.52813 1.30859 0.17980
H -3.69065 0.07917 -0.19398
H -2.81626 -1.06646 0.73434
H -2.50975 -0.70186 -1.26264
H -1.01325 -1.63905 -0.16563
H 3.08193 -0.87223 -0.21112
H 2.32176 -0.45197 1.28425
H 0.26683 2.08473 -0.50278
H 0.82541 1.84291 1.09660

=====

d.
16
Properties=species:S:1:pos:R:3 method="wB97M-V/def2-TZVPD" e_homo_ev="-7.49 / -7.49" homo_lumo_gap_ev="7.28 / 7.28" lumo_ev="-0.2129 / -0.2147"
C 0.01388 -0.79748 -1.98395
C 0.42299 -0.77134 -0.64827
C -1.22175 -0.24104 0.56520
C -1.15350 0.34220 1.94781
C 2.10267 0.86616 -0.69365
O 0.91735 -0.71648 -2.87586
O -2.36667 -0.85329 0.35589
O 1.40869 -0.15587 0.01434
H -1.08808 -1.10903 -2.24050
H -2.03357 0.03358 2.49284
H -0.64740 1.27496 1.94314
H -0.47805 -0.38610 2.33858
H 3.12066 0.72010 -0.44269
H 1.84653 1.91855 -0.27799
H 2.04612 0.83902 -1.69880
H -2.88986 -0.96393 1.20391

=====

Stability verdict: b, ahead by 272.2 kJ/mol